1.
ORCA calculation (ωB97M-V/def2-TZVPD) on the molecule C19H25NO5 in a non-equilibrium geometry.

The geometry in XYZ format:
```
50
C19H25NO5, DFT ωB97M-V/def2-TZVPD
C -0.8831 -2.5070 0.8193
C -0.1840 -1.3664 0.1513
C 1.2269 -1.7728 -0.4321
O 2.2260 -0.6795 -0.7087
C 1.9108 0.2007 -1.7923
O 3.1705 0.7614 -2.1981
C 1.3127 -0.5366 -2.9957
C 0.9092 -1.9433 -2.9534
C 0.9539 -2.6792 -1.7022
O 0.6132 -3.8391 -1.7128
N -0.2782 -0.1891 0.9612
C -1.2823 0.8250 0.5317
C -0.8179 1.7514 -0.5894
C 0.0973 2.7799 -0.3298
C 0.5538 3.7048 -1.3148
C -0.0371 3.6405 -2.6008
C -1.0509 2.7070 -2.8410
C -1.2941 1.6985 -1.8798
C 0.3348 -0.0583 2.1680
O 0.9867 -1.0227 2.5351
O 0.1679 1.0510 2.8939
C 1.0926 1.3893 3.9979
C 1.0597 0.3802 5.1482
C 2.4945 1.4182 3.4790
C 0.6725 2.8492 4.4630
H -0.2668 -3.2035 1.4400
H -1.4549 -3.0078 0.0055
H -1.6388 -2.2101 1.5234
H -0.7895 -1.2460 -0.8152
H 1.8106 -2.3186 0.3866
H 1.1988 1.0162 -1.4992
H 3.7861 0.0868 -1.9068
H 1.1625 0.0753 -3.8431
H 0.6091 -2.5254 -3.8184
H -1.7840 1.3547 1.3727
H -2.1657 0.3061 0.1079
H 0.5482 2.8859 0.6089
H 1.3475 4.4875 -1.1698
H 0.3593 4.2504 -3.4096
H -1.5921 2.7262 -3.8170
H -2.1064 0.9699 -2.1134
H 0.0392 0.1214 5.4426
H 1.6354 0.7198 5.9759
H 1.4594 -0.6160 4.9184
H 3.1456 1.9993 4.1408
H 3.0002 0.4402 3.4851
H 2.6090 1.9484 2.5437
H 0.6109 3.4522 3.6102
H -0.3205 2.8358 4.9588
H 1.3004 3.3472 5.2329
```

Output
max |F| = 5.9 eV Å⁻¹
structure (SMILES) = C[C@H]([C@@H]1O[C@@H](O)C=CC1=O)N(Cc1ccccc1)C(=O)OC(C)(C)C
energy relative to the best compared isomer or geometry (same formula, charge and spin) = 104.5 kcal per mole
calculated total energy = -1169.8744 Ha
HOMO = -9.246 eV
lowest unoccupied orbital energy = -0.1 eV

2.
ORCA calculation (ωB97M-V/def2-TZVPD) on a structure of composition C19H26CaClO22 in a non-equilibrium geometry.

The geometry in XYZ format:
```
69
C19H26CaClO22, DFT ωB97M-V/def2-TZVPD
Ca 0.6582 -4.3221 0.6381
Cl -0.6266 -1.1192 0.4024
O -0.5716 0.0291 1.2500
O 0.5533 -1.1321 -0.4293
O -0.5158 -2.3316 1.2782
O -1.8580 -1.1866 -0.2951
C 4.9299 -3.4180 -2.5702
C 4.0126 -2.7677 -3.6176
O 2.8303 -2.4690 -2.8580
C 2.8310 -3.2217 -1.7956
O 1.8269 -3.5195 -1.1693
O 4.0263 -3.6779 -1.4735
H 5.8010 -2.8068 -2.3463
H 5.3031 -4.3821 -2.9073
H 3.7943 -3.4838 -4.4111
H 4.4406 -1.9013 -4.1106
C -3.6380 2.9694 -0.7649
C -2.1677 2.5631 -1.0062
O -2.3326 1.4719 -1.9353
C -3.6022 1.3492 -2.3607
O -3.9565 0.5448 -3.1626
O -4.3829 2.2743 -1.7661
H -3.7107 4.0496 -0.8450
H -3.9778 2.5824 0.1900
H -1.6718 2.2187 -0.1058
H -1.6292 3.3052 -1.5874
C -3.6277 2.5293 3.1496
C -2.1090 2.8201 3.2656
O -1.9352 4.0891 2.6683
C -3.1325 4.5416 2.2095
O -3.2625 5.5889 1.6694
O -4.0866 3.6044 2.3076
H -4.2035 2.5030 4.0697
H -3.7918 1.6211 2.5690
H -1.5547 2.0406 2.7435
H -1.8187 2.7748 4.3154
C 2.3029 1.2853 -2.2058
C 0.8341 1.7298 -2.2358
O 0.8254 2.6462 -1.1231
C 1.8354 2.3552 -0.2844
O 1.9745 2.7383 0.8239
O 2.8169 1.6688 -0.9649
H 2.8699 1.6393 -3.0776
H 2.4049 0.2163 -2.4572
H 0.1136 0.9484 -2.0243
H 0.6808 2.2991 -3.1476
C -0.5446 -0.7369 -5.0813
C -0.3291 -1.3186 -3.6537
O -0.0713 -2.6955 -3.9123
C -0.6068 -3.0188 -5.1278
O -0.8294 -4.1223 -5.4896
O -0.8582 -1.9026 -5.8363
H 0.3352 -0.2147 -5.4455
H -1.4498 -0.1356 -5.0236
H -1.2227 -1.1992 -3.0433
H 0.5167 -0.7878 -3.2285
C 0.2800 -0.1881 4.3179
C 0.5235 -0.8042 5.6899
C 0.6230 -2.3287 5.7158
O 1.9258 -2.5792 6.2149
C 2.5150 -1.4310 6.5959
O 3.5906 -1.3165 7.0671
O 1.7537 -0.3573 6.2268
H -0.6712 -0.5707 3.9295
H 1.1122 -0.4080 3.6467
H 0.0893 0.8848 4.3232
H -0.3574 -0.4514 6.2390
H 0.2175 -2.8731 4.8605
H -0.0445 -2.7022 6.5033
```

Output
total charge = +1
max |F| = 2.6 eV Å⁻¹
calculated total energy = -3532.2493 Ha
HOMO = -12.752 eV
lowest unoccupied orbital energy = -6.0 eV

3.
ORCA calculation (ωB97M-V/def2-TZVPD) on the molecule C19H26ClN3O3.

The geometry in XYZ format:
```
52
C19H26ClN3O3, DFT ωB97M-V/def2-TZVPD
O -2.0917 -0.9584 -2.1425
C -2.2112 -1.2620 -0.9751
N -3.4108 -1.4303 -0.3777
C -4.6642 -1.1979 -1.0689
C -5.3125 0.0803 -0.6032
C -4.6899 1.2973 -0.8573
C -5.2565 2.4771 -0.4115
C -6.4496 2.4613 0.2920
C -7.0652 1.2466 0.5434
Cl -8.5555 1.2074 1.4203
C -6.5045 0.0573 0.1055
C -1.0263 -1.5516 -0.0563
C -0.8055 -3.0615 0.0513
C 0.3196 -3.3121 1.0421
C 1.5738 -2.4970 0.7745
O 2.6414 -2.8162 1.2670
N 1.4513 -1.4013 -0.0054
C 2.6453 -0.6279 -0.2851
C 2.8312 0.4978 0.7545
N 4.0165 1.3088 0.6155
C 4.0861 2.1014 -0.5973
C 5.2306 3.1060 -0.4416
O 6.4571 2.4536 -0.2152
C 6.3847 1.6430 0.9359
C 5.2698 0.6029 0.8116
C 0.2379 -0.9289 -0.6364
H -3.4579 -1.6086 0.6127
H -4.4139 -1.1289 -2.1313
H -5.3300 -2.0500 -0.9070
H -3.7637 1.3095 -1.4118
H -4.7716 3.4197 -0.6148
H -6.8987 3.3778 0.6399
H -7.0023 -0.8780 0.3113
H -1.2267 -1.1431 0.9398
H -0.5386 -3.4527 -0.9322
H -1.7162 -3.5672 0.3796
H 0.6141 -4.3627 1.0495
H -0.0071 -3.0639 2.0565
H 2.5669 -0.2178 -1.2944
H 3.4961 -1.3106 -0.2293
H 2.8626 0.0357 1.7450
H 1.9691 1.1721 0.7169
H 3.1437 2.6366 -0.7317
H 4.2799 1.4836 -1.4909
H 5.3596 3.6933 -1.3525
H 5.0042 3.7773 0.4006
H 7.3586 1.1604 1.0312
H 6.1954 2.2697 1.8202
H 5.2072 0.0114 1.7259
H 5.5067 -0.0665 -0.0318
H 0.1925 0.1603 -0.5294
H 0.2680 -1.1529 -1.7120
```

Output
max |F| = 0.6 eV Å⁻¹
structure (SMILES) = O=C(NCc1cccc(Cl)c1)[C@H]1CCC(=O)N(CCN2CCOCC2)C1
energy relative to the best compared isomer or geometry (same formula, charge and spin) = 28.5 kcal per mole
calculated total energy = -1589.8191 Ha
HOMO = -8.355 eV
lowest unoccupied orbital energy = 0.4 eV

4.
ORCA calculation (ωB97M-V/def2-TZVPD) on a structure of composition C19H26ClOS2Sn in a non-equilibrium geometry.

The geometry in XYZ format:
```
50
C19H26ClOS2Sn, DFT ωB97M-V/def2-TZVPD
Sn 0.6444 1.5724 -0.1065
C 1.8892 -2.4379 0.1509
C 1.2818 -1.8284 -1.1062
C 2.0879 -1.0949 -1.9850
C 3.5902 -0.9785 -1.8165
C 1.4979 -0.4014 -3.0601
C 2.3272 0.5428 -3.8957
C 0.1212 -0.6038 -3.3213
C -0.5556 0.0696 -4.5007
C -0.6688 -1.3683 -2.4603
C -2.1787 -1.4871 -2.7408
C -0.0920 -1.9843 -1.3157
C -0.9216 -2.7503 -0.3120
H 1.9623 -3.5111 0.1076
H 1.2635 -2.2159 1.0143
H 2.8819 -2.0682 0.3566
H 3.8229 -0.0353 -1.2797
H 4.1562 -0.9394 -2.7696
H 3.9974 -1.8278 -1.2561
H 2.9386 0.0032 -4.6184
H 3.0036 1.1140 -3.2590
H 1.7274 1.2567 -4.4398
H -0.8943 1.0695 -4.1888
H -1.4038 -0.5186 -4.9054
H 0.1223 0.2320 -5.3567
H -2.4238 -2.1154 -3.6082
H -2.5927 -0.4923 -2.9701
H -2.7045 -1.9351 -1.9111
H -1.1332 -2.1472 0.5980
H -0.3994 -3.6413 -0.0239
H -1.8829 -3.0457 -0.7036
S 2.0696 2.9968 -1.0739
Cl -1.6954 1.9851 -1.3107
C -2.3857 4.1476 3.9547
S -2.0884 3.0135 2.5100
O -0.9043 3.7024 1.8593
C -1.4113 1.6270 3.4497
C -2.1924 0.5155 3.6767
C -1.6885 -0.5388 4.4094
C -0.4311 -0.4632 4.9473
C 0.3549 0.6691 4.7088
C -0.1510 1.7357 3.9761
H -1.3765 4.3563 4.4003
H -3.0883 3.6929 4.6839
H -2.8250 5.0728 3.5436
H -3.1642 0.4584 3.2155
H -2.3331 -1.4162 4.4974
H -0.0014 -1.2981 5.4958
H 1.4127 0.6990 5.0147
H 0.4350 2.6121 3.7251
```

Output
total charge = -1
max |F| = 1.9 eV Å⁻¹
calculated total energy = -2285.7979 Ha
HOMO = -3.636 eV
lowest unoccupied orbital energy = 2.5 eV

5.
ORCA calculation (ωB97M-V/def2-TZVPD) on a structure of composition C19H26CsF6N5PS2.

The geometry in XYZ format:
```
60
C19H26CsF6N5PS2, DFT ωB97M-V/def2-TZVPD
Cs 0.0651 1.1042 1.0318
C -2.2821 -0.4320 3.7424
N -0.8358 -0.3240 3.7645
C -0.3714 0.1961 5.0420
C -0.2300 -1.6177 3.4523
C 1.2824 -1.5285 3.2032
N 1.6378 -1.9223 1.8454
C 1.3982 -3.3408 1.6269
C 3.0445 -1.6353 1.5839
H -2.6646 -1.1206 4.5132
H -2.6067 -0.8020 2.7676
H -2.7312 0.5476 3.9151
H -0.6143 -0.4846 5.8739
H -0.8378 1.1614 5.2394
H 0.7066 0.3487 5.0199
H -0.7057 -1.9747 2.5359
H -0.4583 -2.3486 4.2457
H 1.8260 -2.1254 3.9554
H 1.6035 -0.4940 3.3374
H 2.0201 -3.9600 2.2949
H 1.6410 -3.5934 0.5948
H 0.3534 -3.6005 1.7919
H 3.7079 -2.2503 2.2131
H 3.2625 -0.5864 1.7761
H 3.2710 -1.8514 0.5387
S -3.1650 2.2880 -3.6368
C -4.3366 1.7822 -2.4915
C -3.7790 1.2026 -1.3898
C -2.3799 1.1997 -1.5287
C -1.8455 1.7115 -2.6557
C -0.4376 1.8100 -3.0641
C -0.0677 2.1010 -4.3741
C 1.2808 2.1709 -4.6849
C 2.2133 1.9534 -3.6845
C 1.7533 1.6685 -2.4055
N 0.4595 1.5859 -2.0968
H -5.3843 1.9516 -2.6847
H -4.3319 0.8041 -0.5540
H -0.8214 2.2677 -5.1336
H 1.5974 2.3989 -5.6948
H 3.2756 2.0103 -3.8752
H 2.4508 1.5045 -1.5905
S -0.7181 -1.9948 -0.6266
C -1.4794 -1.7705 -2.0843
N -0.7163 -1.4212 -3.1811
C -1.2210 -1.1728 -4.4047
C -2.5575 -1.2817 -4.6012
C -3.3167 -1.6643 -3.4696
N -2.8241 -1.9021 -2.2863
H 0.2727 -1.3170 -2.9975
H -0.5117 -0.8914 -5.1702
H -3.0145 -1.0875 -5.5578
H -4.3930 -1.7753 -3.5659
F 2.9104 1.5286 0.7976
P 3.2510 2.6670 1.9535
F 3.5066 3.7545 3.0884
F 4.2947 3.3566 0.9574
F 2.1301 1.9234 2.9166
F 2.0418 3.5720 1.3274
F 4.3808 1.7000 2.5443
```

Output
max |F| = 0.2 eV Å⁻¹
energy relative to the best compared isomer or geometry (same formula, charge and spin) = 3.8 kcal per mole
multiplicity = 2
calculated total energy = -2770.6245 Ha
HOMO (spin up / spin down) = -8.489 / -8.489 eV
lowest unoccupied orbital energy (spin up / spin down) = -0.6 / -1.6 eV